No. 1
# C4H22N2O5S2

6 unconnected molecules or ions with the total composition C4H22N2O5S2 at a distorted geometry (the ωB97M-V functional and the def2-TZVPD basis, OMol25).

ORCA input file:
```
! RIJCOSX wB97M-V def2-TZVPD def2/J DEFGRID3
* xyz -1 2
S -2.59 3.86 1.01
S -3.00 2.15 0.14
C -1.90 0.91 1.17
C -0.61 0.72 0.60
C 0.05 -0.74 1.14
N 0.97 -1.33 0.11
N 0.33 1.87 0.76
C 0.91 2.31 -0.50
H -1.38 4.24 0.55
H -1.77 1.31 2.21
H -2.40 -0.10 1.11
H -0.71 0.63 -0.61
H -0.82 -1.51 1.08
H 0.57 -0.65 2.11
H 1.72 -0.73 -0.07
H 1.41 -2.14 0.35
H 0.95 1.86 1.59
H 1.57 3.22 -0.49
H 1.67 1.52 -0.83
H 0.14 2.47 -1.20
H -0.83 -2.81 -1.92
H -0.77 -2.69 -3.46
O -0.90 -3.33 -2.73
H 3.21 -1.65 -1.71
H 2.77 -0.60 -2.66
O 3.10 -0.69 -1.72
H 0.16 -0.56 -1.60
H -0.27 -0.07 -3.05
O -0.30 -0.70 -2.40
H 1.12 1.63 2.91
H 0.16 1.76 4.04
O 0.89 1.37 3.82
H -0.77 -3.22 0.41
H -1.32 -4.31 -0.54
O -1.37 -4.01 0.38
*
```

Summary:
- E: -1447.54657 Eh
- E_LUMO (spin up / spin down): 0.0846 / 0.0818 hartree

natural (NBO) atomic charge list, values in e, 4 entries: atom 1 (S): -0.15, atom 2 (S): 0.05, atom 3 (C): -0.49, atom 4 (C): -0.11

---

No. 2
# C32H34IN11O10P2SW

A molecular structure, C32H34IN11O10P2SW (the ωB97M-V functional and the def2-TZVPD basis, OMol25).

ORCA input file:
```
! RIJCOSX wB97M-V def2-TZVPD def2/J DEFGRID3
* xyz 0 1
W -2.43 -0.81 0.25
C -3.89 3.49 0.35
C -2.78 3.28 1.32
N -2.23 4.31 1.93
C -1.29 4.10 2.88
C -0.87 2.86 3.29
C 0.15 2.71 4.38
O 1.25 1.96 3.86
C -1.41 1.75 2.61
C -1.03 0.40 2.91
N -1.36 -0.59 2.16
C -1.04 -1.94 2.37
C -0.28 -2.56 3.35
C -0.17 -3.94 3.23
C -0.81 -4.62 2.20
C -1.57 -3.96 1.24
C -1.67 -2.58 1.32
I -4.33 -1.77 2.11
C -2.31 1.97 1.58
O -2.71 1.00 0.79
H -3.92 4.53 0.03
H -4.84 3.23 0.82
H -3.79 2.81 -0.50
H -0.87 5.00 3.32
H -0.29 2.19 5.24
H 0.47 3.70 4.71
H 1.97 1.97 4.51
H -0.43 0.20 3.79
H 0.20 -2.02 4.16
H 0.41 -4.49 3.96
H -0.72 -5.70 2.15
H -2.06 -4.52 0.45
C -2.19 3.25 -3.07
C -1.00 2.30 -2.90
O -0.13 2.45 -4.04
P 0.03 2.78 -1.42
O -0.33 4.31 -1.13
O 1.48 2.86 -2.06
O -0.07 1.94 -0.22
P -1.69 0.58 -2.90
O -0.39 -0.32 -3.21
O -2.64 0.45 -4.02
O -2.21 0.31 -1.50
H -1.82 4.27 -3.20
H -2.85 3.23 -2.20
H -2.76 2.94 -3.94
H -0.33 1.77 -4.69
H -0.76 4.42 -0.27
H 1.39 2.80 -3.03
H -0.65 -1.00 -3.86
N -4.38 -1.71 -2.64
C -4.94 -0.84 -1.74
N -6.07 -0.21 -1.95
N -6.22 0.57 -0.86
N -5.26 0.42 -0.03
N -4.39 -0.49 -0.57
C -3.21 -2.34 -2.41
N -2.57 -3.06 -3.31
N -1.47 -3.51 -2.67
N -1.44 -3.11 -1.46
N -2.56 -2.34 -1.22
H -4.68 -1.63 -3.60
O -0.42 -0.86 -0.27
S 0.83 -1.67 0.16
C 1.59 -2.18 -1.42
C 2.92 -1.57 -1.75
C 2.99 -0.31 -2.32
C 4.21 0.26 -2.63
C 5.39 -0.44 -2.37
C 5.33 -1.71 -1.82
C 4.10 -2.27 -1.50
C 1.85 -0.31 0.78
C 3.20 -0.76 1.25
C 4.31 0.02 0.95
C 5.57 -0.36 1.38
C 5.74 -1.53 2.11
C 4.63 -2.31 2.42
C 3.37 -1.93 1.99
H 0.83 -1.90 -2.14
H 1.63 -3.26 -1.36
H 2.07 0.22 -2.53
H 4.26 1.25 -3.06
H 6.34 0.00 -2.61
H 6.24 -2.26 -1.62
H 4.05 -3.26 -1.06
H 1.23 0.08 1.60
H 1.89 0.46 0.02
H 4.19 0.92 0.36
H 6.43 0.25 1.14
H 6.72 -1.83 2.44
H 4.75 -3.22 2.99
H 2.51 -2.54 2.24
*
```

Summary:
- E: -4040.45578 Eh
- E_LUMO: -0.0714 hartree
- Energy relative to the best compared isomer or geometry (same formula, charge and spin): 42.41 kcal/mol

Mulliken atomic charge list, values in e, 4 entries: atom 1 (W): 1.31, atom 2 (C): -0.89, atom 3 (C): 0.13, atom 4 (N): -0.61

---

No. 3
# C10H18N5O2PPdS2

A molecular structure, C10H18N5O2PPdS2 (the ωB97M-V functional and the def2-TZVPD basis, OMol25).

ORCA input file:
```
! RIJCOSX wB97M-V def2-TZVPD def2/J DEFGRID3
* xyz 2 3
Pd -0.35 0.96 0.95
C 4.82 0.31 2.00
S 3.65 0.12 3.36
C 2.10 0.10 2.58
S 1.92 0.68 0.90
N 1.13 -0.40 3.26
N -0.07 -0.33 2.61
C -1.01 -1.13 2.90
C -2.21 -1.09 2.06
C -3.30 -1.91 2.30
C -4.38 -1.86 1.42
C -4.33 -0.99 0.34
C -3.20 -0.20 0.17
N -2.17 -0.24 1.01
H 5.79 0.23 2.47
H 4.74 1.28 1.51
H 4.71 -0.50 1.28
H -0.91 -1.86 3.71
H -3.30 -2.58 3.15
H -5.24 -2.49 1.58
H -5.14 -0.93 -0.37
H -3.12 0.50 -0.65
N -1.50 5.70 -2.10
C -1.76 5.35 -0.66
P -0.55 4.01 -0.24
O 0.45 4.12 -1.36
O -1.31 2.76 0.07
C 0.44 4.52 1.25
N 1.86 4.12 0.94
H -2.15 5.22 -2.73
H -0.54 5.34 -2.31
H -1.57 6.70 -2.29
H -2.79 5.02 -0.54
H -1.61 6.24 -0.06
H 0.12 4.03 2.16
H 0.42 5.60 1.39
H 1.99 3.09 1.07
H 2.54 4.62 1.51
H 2.02 4.31 -0.06
*
```

Summary:
- E: -2081.22223 Eh
- E_LUMO (spin up / spin down): -0.2242 / -0.2897 hartree
- Energy relative to the best compared isomer or geometry (same formula, charge and spin): 0.00 kcal/mol

natural (NBO) atomic charge list, values in e, 4 entries: atom 1 (Pd): 0.92, atom 2 (C): -0.75, atom 3 (S): 0.39, atom 4 (C): -0.08

---

No. 4
# C5H9NO2

A single C5H9NO2 molecule at a distorted geometry (the ωB97M-V functional and the def2-TZVPD basis, OMol25).

ORCA input file:
```
! RIJCOSX wB97M-V def2-TZVPD def2/J DEFGRID3
* xyz 0 1
C 0.57 -1.88 0.05
C -1.77 1.21 0.45
N 0.66 1.05 0.81
C -0.22 -0.67 -0.37
C -0.50 0.44 0.42
C 1.71 0.71 -0.12
O -1.06 -0.87 -1.45
O 1.76 0.98 -1.31
H -0.52 -0.86 -2.25
H 0.70 1.71 1.57
H 2.63 0.47 0.44
H 0.97 -1.75 1.05
H -0.06 -2.77 0.01
H 1.39 -2.03 -0.65
H -2.60 0.59 0.12
H -1.71 2.07 -0.23
H -1.96 1.61 1.45
*
```

Summary:
- E: -401.06951 Eh
- E_LUMO: 0.0319 hartree
- Energy relative to the best compared isomer or geometry (same formula, charge and spin): 67.30 kcal/mol

natural (NBO) atomic charge list, values in e, 4 entries: atom 1 (C): -0.66, atom 2 (C): -0.66, atom 3 (N): -0.66, atom 4 (C): 0.24

---

No. 5
# CHN3O3S

3 unconnected molecules or ions with the total composition CHN3O3S at a distorted geometry (the ωB97M-V functional and the def2-TZVPD basis, OMol25).

ORCA input file:
```
! RIJCOSX wB97M-V def2-TZVPD def2/J DEFGRID3
* xyz 0 1
C -2.44 -0.64 -0.07
N 0.21 2.76 0.42
N 0.50 -0.01 0.78
N 0.42 2.17 -0.48
O -3.06 -0.18 0.76
O -1.92 -1.15 -0.95
O 2.59 -1.12 -0.38
S 1.71 -0.74 1.03
H 2.00 -1.09 -1.10
*
```

Summary:
- E: -826.89009 Eh
- E_LUMO: -0.0303 hartree
- Energy relative to the best compared isomer or geometry (same formula, charge and spin): 16.36 kcal/mol

natural (NBO) atomic charge list, values in e, 4 entries: atom 1 (C): 1.03, atom 2 (N): 0.00, atom 3 (N): -0.79, atom 4 (N): 0.01

---

No. 6
# C38H86Br12N7O7

13 unconnected molecules or ions with the total composition C38H86Br12N7O7 at a distorted geometry (the ωB97M-V functional and the def2-TZVPD basis, OMol25).

ORCA input file:
```
! RIJCOSX wB97M-V def2-TZVPD def2/J DEFGRID3
* xyz 1 1
C 0.43 -3.80 -0.84
C -0.34 -2.51 -0.86
N -0.04 -1.66 0.29
C -0.46 -2.27 1.55
C 1.44 -1.52 0.30
C 2.06 -0.79 -0.87
C -0.73 -0.35 0.07
C -0.50 0.72 1.11
O 0.86 1.18 0.98
C 1.19 2.21 1.87
H 0.51 -4.18 0.19
H 1.45 -3.68 -1.19
H 0.02 -4.66 -1.37
H -1.41 -2.73 -0.93
H -0.07 -1.96 -1.76
H -1.51 -2.56 1.45
H -0.28 -1.54 2.32
H 0.12 -3.16 1.77
H 1.83 -2.54 0.36
H 1.68 -1.06 1.25
H 2.11 -1.38 -1.79
H 3.13 -0.71 -0.59
H 1.72 0.22 -1.03
H -1.80 -0.61 0.10
H -0.51 0.01 -0.92
H -0.66 0.36 2.14
H -1.21 1.53 0.88
H 2.28 2.27 1.93
H 0.78 2.02 2.88
H 0.82 3.19 1.54
C 1.16 -2.59 -4.93
O 1.18 -2.78 -3.76
N 1.95 -1.71 -5.60
C 1.95 -1.64 -6.98
C 2.89 -0.84 -4.88
H 0.51 -3.17 -5.59
H 1.13 -2.16 -7.46
H 2.89 -2.03 -7.40
H 1.96 -0.58 -7.30
H 3.93 -1.08 -5.09
H 2.70 0.21 -5.15
H 2.64 -0.92 -3.83
C 3.51 5.59 1.15
O 2.34 5.35 1.03
N 4.17 6.57 0.50
C 5.61 6.69 0.53
C 3.44 7.51 -0.33
H 4.14 5.02 1.85
H 6.02 6.02 1.28
H 5.90 7.71 0.78
H 6.03 6.36 -0.42
H 3.21 8.42 0.24
H 4.07 7.81 -1.17
H 2.53 7.06 -0.69
C -4.66 -3.28 1.91
O -3.54 -3.32 1.52
N -5.74 -2.89 1.19
C -7.04 -2.77 1.78
C -5.61 -2.57 -0.21
H -4.90 -3.57 2.94
H -7.43 -1.78 1.56
H -7.02 -3.05 2.82
H -7.71 -3.49 1.29
H -5.99 -1.57 -0.42
H -4.54 -2.44 -0.38
H -6.01 -3.35 -0.84
C -1.74 4.43 2.85
O -1.32 3.37 3.16
N -2.20 5.35 3.71
C -2.87 6.52 3.27
C -2.08 5.16 5.12
H -1.80 4.75 1.79
H -3.94 6.48 3.49
H -2.73 6.66 2.20
H -2.44 7.38 3.79
H -3.04 5.21 5.62
H -1.65 4.17 5.29
H -1.36 5.86 5.56
C -0.13 -7.19 -4.51
O -0.98 -8.00 -4.82
N 0.92 -7.41 -3.67
C 1.87 -6.43 -3.44
C 1.06 -8.64 -2.96
H -0.12 -6.14 -4.90
H 1.75 -5.48 -3.96
H 2.86 -6.76 -3.79
H 1.98 -6.25 -2.36
H 0.21 -9.27 -3.19
H 1.98 -9.17 -3.21
H 1.03 -8.44 -1.88
C 4.08 3.99 -3.18
O 4.80 3.85 -4.13
N 3.74 2.99 -2.27
C 4.16 1.63 -2.45
C 2.84 3.24 -1.19
H 3.60 4.95 -2.91
H 4.65 1.28 -1.54
H 4.85 1.56 -3.28
H 3.30 0.98 -2.65
H 1.92 2.68 -1.41
H 3.13 2.89 -0.19
H 2.63 4.29 -1.10
Br -4.25 2.36 6.46
C -3.11 0.79 6.30
C -2.08 1.07 5.20
Br -1.10 -0.58 4.83
H -3.77 -0.04 6.05
H -2.66 0.62 7.27
H -1.34 1.80 5.49
H -2.57 1.34 4.28
Br -7.34 0.70 1.90
C -5.56 0.85 2.54
C -4.52 0.29 1.61
Br -4.52 1.12 -0.18
H -5.54 0.26 3.46
H -5.33 1.86 2.82
H -4.62 -0.77 1.45
H -3.51 0.54 1.93
Br -3.22 -1.37 -2.96
C -2.91 -0.62 -4.73
C -2.34 0.75 -4.63
Br -0.56 0.74 -3.83
H -3.89 -0.63 -5.19
H -2.23 -1.28 -5.26
H -2.97 1.41 -4.06
H -2.11 1.16 -5.61
Br -2.52 4.31 -4.60
C -2.09 5.45 -3.10
C -2.40 4.80 -1.83
Br -1.00 3.55 -1.32
H -2.70 6.33 -3.25
H -1.04 5.67 -3.18
H -3.33 4.25 -1.85
H -2.37 5.51 -1.02
Br 0.10 -6.76 5.18
C 1.35 -7.08 3.74
C 2.01 -5.81 3.44
Br 3.29 -6.10 2.03
H 0.74 -7.38 2.91
H 2.03 -7.85 4.06
H 2.61 -5.43 4.25
H 1.27 -5.05 3.18
Br 5.01 -1.70 5.76
C 4.89 -1.72 3.81
C 4.70 -0.31 3.33
Br 4.98 -0.32 1.40
H 4.06 -2.35 3.50
H 5.83 -2.15 3.51
H 5.41 0.39 3.75
H 3.70 0.08 3.51
*
```

Summary:
- E: -33297.43103 Eh
- E_LUMO: -0.0564 hartree

Mulliken atomic charge list, values in e, 4 entries: atom 1 (C): -1.27, atom 2 (C): -0.13, atom 3 (N): 0.66, atom 4 (C): -0.82

---

No. 7
# C37H56F14IN2O13

7 unconnected molecules or ions with the total composition C37H56F14IN2O13 at a distorted geometry (the ωB97M-V functional and the def2-TZVPD basis, OMol25).

ORCA input file:
```
! RIJCOSX wB97M-V def2-TZVPD def2/J DEFGRID3
* xyz 1 1
O 3.81 5.16 3.33
C 3.38 4.72 4.52
I 4.76 4.81 6.27
C 1.87 4.13 4.84
C 1.74 2.50 4.70
N 2.95 1.61 5.03
C 2.55 0.13 4.87
C 0.94 0.17 4.40
C 0.13 -1.23 4.17
F -0.19 -1.74 5.55
F -1.18 -1.10 3.48
C 0.99 -2.43 3.45
F 1.97 -2.97 4.43
F 0.01 -3.55 3.21
F 1.56 -2.08 2.13
N 0.54 1.62 4.29
C -0.82 2.15 3.90
C -1.22 2.00 2.32
C -0.21 2.80 1.27
F 0.66 3.81 1.92
F -1.14 3.57 0.37
C 0.61 1.72 0.34
F -0.44 1.02 -0.49
F 1.15 0.69 1.25
C 1.66 2.36 -0.72
F 1.21 3.62 -1.39
F 1.80 1.35 -1.84
C 3.18 2.64 -0.18
F 3.33 3.83 0.70
F 3.85 1.49 0.47
F 4.01 2.94 -1.40
H 1.69 4.37 5.99
H 1.01 4.73 4.28
H 3.92 1.89 5.32
H 3.24 -0.82 5.05
H -0.85 3.30 4.17
H -1.64 1.64 4.59
H -1.31 0.91 1.92
H -2.31 2.48 2.21
O -4.02 -3.69 -2.36
C -3.15 -4.11 -1.60
O -2.84 -3.43 -0.48
C -1.98 -3.92 0.56
C -0.52 -3.63 0.24
C -2.35 -5.33 -1.96
H -2.16 -4.98 0.76
H -2.25 -3.38 1.47
H -0.21 -4.14 -0.68
H 0.13 -3.96 1.05
H -0.37 -2.56 0.07
H -1.54 -5.04 -2.63
H -3.00 -6.04 -2.47
H -1.94 -5.85 -1.10
O 4.11 -5.17 -3.12
C 3.13 -4.97 -3.83
O 2.20 -5.93 -4.02
C 0.93 -5.74 -4.67
C 1.07 -5.88 -6.17
C 2.99 -3.68 -4.59
H 0.48 -4.78 -4.37
H 0.27 -6.52 -4.30
H 1.74 -5.12 -6.59
H 0.10 -5.78 -6.66
H 1.50 -6.85 -6.43
H 3.56 -3.73 -5.51
H 3.38 -2.87 -3.96
H 1.96 -3.41 -4.81
O -4.98 -6.33 1.39
C -5.96 -6.12 0.67
O -6.89 -7.09 0.49
C -8.16 -6.89 -0.16
C -8.02 -7.03 -1.66
C -6.10 -4.83 -0.08
H -8.61 -5.94 0.14
H -8.82 -7.67 0.21
H -7.35 -6.27 -2.08
H -8.99 -6.93 -2.15
H -7.59 -8.00 -1.92
H -5.52 -4.89 -1.00
H -5.71 -4.02 0.55
H -7.13 -4.56 -0.30
O -2.01 2.20 -7.46
C -2.15 2.38 -6.25
O -1.20 3.04 -5.55
C -1.35 3.46 -4.18
C -0.97 2.34 -3.23
C -3.31 1.78 -5.52
H -2.36 3.86 -4.00
H -0.66 4.30 -4.04
H -1.63 1.48 -3.35
H -1.03 2.68 -2.19
H 0.05 2.00 -3.43
H -3.08 0.73 -5.28
H -4.19 1.81 -6.17
H -3.58 2.31 -4.61
O 4.53 1.07 -9.40
C 3.77 1.82 -8.80
O 2.43 1.63 -8.85
C 1.47 2.33 -8.03
C 1.09 3.65 -8.66
C 4.30 3.02 -8.07
H 1.83 2.44 -7.01
H 0.58 1.69 -7.98
H 1.96 4.32 -8.75
H 0.32 4.16 -8.07
H 0.71 3.50 -9.68
H 4.44 3.84 -8.78
H 5.27 2.76 -7.63
H 3.67 3.35 -7.25
O 2.99 5.38 8.45
C 2.86 5.56 9.66
O 3.80 6.22 10.37
C 3.65 6.64 11.74
C 4.03 5.52 12.69
C 1.69 4.96 10.40
H 2.65 7.04 11.92
H 4.34 7.48 11.88
H 3.37 4.66 12.57
H 3.97 5.86 13.73
H 5.05 5.18 12.49
H 1.92 3.91 10.64
H 0.82 4.99 9.74
H 1.42 5.49 11.30
*
```

Summary:
- E: -4226.16371 Eh
- E_LUMO: -0.1732 hartree

Mulliken atomic charge list, values in e, 4 entries: atom 1 (O): -0.44, atom 2 (C): -0.07, atom 3 (I): 0.13, atom 4 (C): -0.09

---

What is the formula in the third record? C10H18N5O2PPdS2

---

What is the E in the third record? -2081.22223 Eh

---

What is the formula in the fifth record? CHN3O3S